Entry 1:
Density functional theory data (the ωB97M-V functional and the def2-TZVPD basis) for one molecule with the formula C3H8BNO2.

Structure (XYZ):
```
15
Properties=species:S:1:pos:R:3:forces:R:3:mulliken_charge:R:1
H 0.32436 1.14720 1.36642 0.565 1.173 1.121 0.270
O -1.06022 -0.06555 0.79362 2.288 -0.055 0.228 -0.757
O 1.04149 -1.80773 0.20173 -1.733 1.110 0.184 -0.564
N -3.29798 -0.32109 -0.33974 -0.804 0.034 -0.555 -0.017
C 1.85649 -0.66313 0.11992 0.019 1.017 -1.021 -0.331
H 0.45623 0.19605 -1.40221 0.060 -0.973 -0.918 0.323
H 1.70884 1.35367 -0.95223 -1.741 -1.657 1.543 0.315
H 2.14663 -0.37437 1.14715 0.257 0.205 -0.433 0.228
C -0.08300 0.93373 0.42343 -0.550 1.806 -1.679 -0.302
C 1.00266 0.47000 -0.52597 2.000 1.316 0.012 -0.682
H -0.61220 1.78797 -0.13387 0.583 -0.884 1.437 0.339
H 2.74807 -0.80564 -0.51918 -0.325 -0.377 0.524 0.309
B -2.14439 -0.17299 0.10300 -3.021 -0.461 -0.642 0.155
H -4.26052 -0.37002 -0.65433 1.143 0.042 0.240 0.288
H 0.17352 -1.30810 0.37225 1.259 -2.297 -0.041 0.426
```
Positions in Å, forces in eV/Å.

Highest occupied orbital energy, eV: -10.05
Maximum force, eV/A: 3.1
Energy above the lowest of the compared OMol25 structures with the same formula, charge and spin, kcal/mol: 64.0
E_tot, a.u.: -349.1866
Gap between HOMO and LUMO, eV: 10.6
LUMO, eV: 0.52
SMILES: [H]/N=B\OCCCO
Charge: 0

Entry 2:
Density functional theory data (the ωB97M-V functional and the def2-TZVPD basis) for C23H14ClGdN3O5 as an isolated structure.

Structure (XYZ):
```
47
Properties=species:S:1:pos:R:3:forces:R:3:mulliken_spin:R:1
C 4.39018 1.35573 -0.43931 -0.819 0.328 -0.407 -0.118
C -5.11952 3.55293 -0.13941 0.117 -0.289 0.009 0.005
N 1.98968 1.12043 -0.33531 -0.962 -0.899 0.164 0.275
H -5.79262 4.38553 -0.26511 -0.104 0.073 -0.008 0.000
C 3.41888 -0.78107 0.34029 -0.184 0.627 0.199 0.064
Cl -7.31442 1.98253 -0.24191 -0.206 -0.059 0.027 0.000
C 0.31128 -2.00457 -0.03091 0.879 1.104 -0.676 0.132
C 0.56438 -3.39167 0.11279 0.524 -0.856 -0.181 0.100
H 3.96628 -3.55507 -0.31181 0.113 -0.140 -0.058 -0.002
C -3.77062 3.76123 -0.03171 0.429 -0.241 -0.038 0.002
H -5.18942 0.19823 0.22459 -0.070 -0.123 0.033 0.000
C 2.75288 -1.76957 -0.65161 -0.299 -0.852 0.098 -0.021
C -1.04282 -1.56987 0.02619 -1.245 -0.122 0.182 0.047
C 2.06008 -0.08157 0.37949 0.607 1.608 1.092 -0.163
C 1.92058 -3.91767 0.11749 -0.385 -0.072 0.076 0.020
H 5.53668 -0.39487 -0.13151 0.138 0.054 0.186 0.013
H -3.20552 -0.62247 0.90919 0.147 0.111 -0.171 0.002
H -0.22462 -5.36047 0.31919 0.031 -0.079 0.025 -0.001
C 2.95218 -3.18997 -0.28241 -0.127 0.717 -0.394 0.104
C 4.56228 0.06933 -0.09951 0.184 -0.318 -0.002 0.266
C -0.46652 -4.31317 0.22819 -0.186 0.079 0.071 -0.062
C -1.77832 -3.89347 0.17369 0.489 -0.401 0.096 0.104
H -3.35952 4.75963 -0.04701 0.023 0.053 -0.024 0.000
H 2.04498 -4.94277 0.42649 0.016 -0.140 0.037 0.004
O 0.46878 1.03823 1.83989 -0.869 0.577 1.128 0.022
H -3.08252 -2.25497 -0.00381 -0.035 0.059 -0.070 0.009
H 3.63868 -1.27037 1.29579 -0.225 -0.022 -0.195 0.006
H -2.58452 -4.60617 0.19509 -0.141 -0.110 0.016 0.001
C -2.84892 2.69843 0.11139 -1.413 -0.172 0.141 0.000
H 3.26268 4.80213 -1.89601 -0.181 -0.346 0.189 -0.002
C 2.63598 3.17333 -1.12231 -0.008 -1.704 0.943 0.089
O 3.59038 3.94963 -1.55761 0.888 0.770 -0.407 0.036
N -1.44102 -0.20097 -0.08971 -0.894 -0.940 0.366 0.009
O 1.43778 3.46673 -1.15361 -0.656 0.084 -0.065 0.069
C -5.62332 2.24943 -0.06941 0.281 -0.188 0.039 0.001
C -2.04942 -2.54777 0.07869 0.441 0.932 -0.112 -0.024
O -1.58372 2.97893 0.23689 -1.750 2.217 0.637 0.010
C 1.37798 0.17383 1.86709 1.678 -1.780 -1.001 0.039
H 5.20488 2.00733 -0.70411 0.169 0.020 -0.015 -0.009
Gd -0.14432 1.66433 -0.09771 2.458 0.405 -2.111 5.010
C 3.04298 1.85253 -0.57081 1.865 2.067 -0.901 0.416
C -3.36942 1.35853 0.19909 0.178 0.933 0.093 0.013
N 1.40318 -1.17727 -0.36381 -0.614 -2.752 0.540 0.452
C -2.62362 0.13503 0.37579 -0.014 -0.450 -0.392 -0.005
O 1.83798 -0.51027 2.73509 -0.158 -0.047 0.699 0.056
C -4.77342 1.19073 0.14259 -0.093 0.147 0.014 -0.001
H 3.01638 -1.56847 -1.69841 -0.018 0.136 0.129 0.032
```
Positions in Å, forces in eV/Å.

Highest occupied orbital energy (alpha / beta), eV: -9.31 / -11.20
Maximum force, eV/A: 3.3
Energy above the lowest of the compared OMol25 structures with the same formula, charge and spin, kcal/mol: 17.7
E_tot, a.u.: -2650.8643
Gap between HOMO and LUMO (alpha / beta), eV: 5.1 / 4.6
LUMO (alpha / beta), eV: -4.20 / -6.65
Spin multiplicity: 8
Charge: +1

Entry 3:
Density functional theory data (the ωB97M-V functional and the def2-TZVPD basis) for a 2-piece molecular cluster, C5H11O2 overall.

Structure (XYZ):
```
18
Properties=species:S:1:pos:R:3:forces:R:3:mulliken_charge:R:1
H 0.76043 0.58885 -1.70790 0.169 -0.648 0.609 0.304
H 1.70487 0.21208 0.55412 0.580 -0.111 -0.173 0.085
H 0.96148 0.53992 3.50295 0.359 0.095 0.036 0.316
H -1.82948 -0.23236 -0.17530 0.120 0.534 -0.052 0.322
C -0.32523 0.59115 -1.66862 -1.620 0.728 -0.178 -1.000
H 1.32391 -1.03316 2.76227 0.165 0.000 0.076 0.258
O -3.22875 -1.68013 -1.57762 0.140 0.059 -0.135 -0.749
C 1.99323 0.63082 1.51432 -0.288 0.330 0.645 -0.623
H -0.64755 1.54557 -1.23140 0.312 0.136 -0.220 0.159
O -1.96701 -0.98358 -3.31449 0.046 0.068 -0.050 -0.729
H 0.06534 -0.02520 2.12337 -0.027 -0.026 0.130 0.190
C 1.06842 0.00597 2.55931 -0.731 0.008 -0.404 -0.790
H -0.63846 -1.34836 -0.69865 -0.003 -0.115 -0.119 0.157
H 1.85372 1.71054 1.43157 -0.222 0.004 0.052 0.258
H -0.65288 0.57301 -2.71483 0.190 0.263 -0.016 0.396
H 3.03753 0.50474 1.79501 0.136 -0.306 -0.387 0.313
C -1.23126 -0.49431 -1.04732 0.731 -0.915 -0.497 -0.300
C -2.24830 -1.10554 -2.10679 -0.059 -0.102 0.684 0.432
```
Positions in Å, forces in eV/Å.

Highest occupied orbital energy, eV: -3.85
Maximum force, eV/A: 1.8
Energy above the lowest of the compared OMol25 structures with the same formula, charge and spin, kcal/mol: 11.6
E_tot, a.u.: -347.6311
Gap between HOMO and LUMO, eV: 7.3
LUMO, eV: 3.44
Charge: -1